(1)
DFT (ωB97M-V/def2-TZVPD) results for a 12-piece molecular cluster, C6H38NO11 overall in a non-equilibrium geometry.

* multiplicity: 2
* expectation value of S²: 0.75
* frontier orbital gap (spin up / spin down): 10.5 / 3.7 eV
* DFT total energy: -30832.61200 eV
* net charge: +2
* energy relative to the best compared isomer or geometry (same formula, charge and spin): 0.0 kcal/mol

XYZ file:
```
56
Properties=species:S:1:pos:R:3:nbo_charge:R:1
C 0.73103 -1.80678 0.49875 -0.03
H 0.52616 -2.75297 3.09106 0.24
O -0.23479 1.44595 3.36129 -0.95
H -0.46009 -4.25828 3.33634 0.27
H -1.89086 1.57582 -0.18690 0.53
C -0.43741 -3.22160 3.00387 -0.25
H 3.83699 0.29036 -0.09603 0.49
H 1.50377 -0.42208 -0.74119 0.47
H -2.19002 -3.56113 1.49074 0.28
O -4.22507 2.29168 -0.81986 -0.95
C -0.75054 -1.98702 0.82231 -0.47
H 0.30241 -1.28519 -1.60433 0.46
C -1.14947 -3.26793 1.54382 -0.26
O 1.99065 1.84406 2.42553 -0.96
O 0.11675 -2.84140 -3.34885 -1.00
H -1.83574 3.52555 0.87258 0.49
H -1.45119 -1.96003 -0.03649 0.30
H -2.13507 -2.99564 4.24847 0.26
O 2.38647 -0.45940 -3.18948 -0.97
H 1.31734 -1.33105 1.27774 0.24
H 0.95511 -3.52411 -0.92375 0.26
H 0.29005 -0.06290 -4.80521 0.50
H 1.90993 2.22482 3.30442 0.49
H 2.83902 -1.27298 -3.43024 0.49
H 1.60794 -3.70490 0.69745 0.21
H 0.11749 -1.92800 -3.71930 0.50
O 0.36369 3.58340 1.23642 -1.00
H 1.17820 3.05686 1.38616 0.50
C 1.47602 -2.98962 -0.13018 -0.65
C -1.38003 -2.32017 3.85487 -0.56
H -0.08448 -0.04325 -0.58329 0.47
O -0.30564 -0.34129 -4.11126 -0.98
O -2.49268 2.82329 1.01313 -0.93
H -2.44842 2.92741 1.97693 0.47
O 0.74404 2.66780 -3.34857 -0.94
H -0.94310 1.81944 2.83603 0.48
H -1.19379 0.01538 -4.12817 0.51
H 3.22645 1.52808 0.65792 0.51
H 0.70429 4.48603 1.23367 0.49
H -1.97118 -1.49002 3.47145 0.27
H -4.79410 1.67818 -1.29401 0.47
H -0.50893 2.19407 -0.39465 0.50
O 3.02332 0.75508 0.12203 -0.99
O -1.01823 1.40491 -0.61804 -1.00
H 0.97224 3.27782 -2.64615 0.48
H 0.78671 -3.28604 -3.88058 0.48
H -0.18788 2.02911 4.12762 0.48
N 0.57572 -0.85648 -0.72070 -0.74
H 2.59878 0.21181 -3.84178 0.49
H -3.74335 2.80412 -1.47351 0.47
H -0.71478 -2.02594 4.68503 0.30
H -1.07270 -1.07258 1.32006 0.28
H 2.45835 1.01996 2.60284 0.49
H -0.47809 -4.07437 1.18403 0.32
H 2.44506 -2.66008 -0.48948 0.24
H 1.20748 1.83292 -3.30137 0.47
```



(2)
DFT (ωB97M-V/def2-TZVPD) results for C6H38NO13 as an isolated structure in a non-equilibrium geometry.

* multiplicity: 1
* frontier orbital gap: 8.9 eV
* DFT total energy: -34942.79579 eV
* net charge: -1
* energy relative to the best compared isomer or geometry (same formula, charge and spin): 196.9 kcal/mol

XYZ file:
```
58
Properties=species:S:1:pos:R:3:nbo_charge:R:1
H -0.26313 4.73400 -0.29327 0.50
H 0.97700 -1.51043 -1.82731 0.16
O -2.49451 -2.27882 3.36706 -0.91
O -0.43030 0.41556 -2.85483 -0.86
H -3.75571 1.51916 0.76916 0.49
H -3.97784 -0.47006 1.22812 0.48
H -0.71720 1.19413 3.55474 0.47
H 2.33530 -1.65740 3.09354 0.20
H 0.22902 -1.25374 -4.70154 0.45
H 1.19142 -0.49309 0.33499 0.22
H -0.27878 1.53390 4.84831 0.46
H -2.98194 -2.92884 0.04668 0.50
O 1.74765 3.51100 2.15395 -1.01
H 1.90959 -2.01483 0.42532 0.12
H 0.74166 1.33521 -1.35934 0.19
H -2.48030 -1.00033 -1.68823 0.48
H 3.76774 -0.85327 3.58202 0.20
H -0.93683 -1.15000 -3.73044 0.50
C 0.83822 0.75722 -2.24601 -0.09
H 3.91975 0.14405 1.23020 0.23
H -0.94314 -1.87381 -0.67979 0.46
H -0.90198 4.85530 1.06889 0.47
H 3.72795 -2.26515 -2.06554 0.18
H -2.88037 1.54629 -2.48389 0.48
H 4.05320 -1.54656 1.39961 0.16
O -0.08112 4.85629 0.54732 -0.95
H -1.28590 2.87777 -1.82571 0.53
O -2.18085 1.96403 -2.06536 -1.15
H -2.29417 -2.67042 2.55807 0.41
C 2.20443 -0.88237 0.28166 -0.21
H 2.28749 0.16586 3.27642 0.21
N 2.75690 -0.58045 -1.07443 -0.45
C 3.19769 -0.63218 1.41030 -0.40
H -1.25696 1.06978 -2.49024 0.50
H 2.11755 -0.87861 -3.13627 0.21
H 1.20782 1.43353 -3.01899 0.17
H 0.96642 4.06095 1.62074 0.51
O -3.35348 -3.30839 0.84043 -0.92
O -4.54338 -1.17492 1.58689 -1.01
O -0.76502 3.92926 -1.66735 -1.08
H -2.45314 0.95185 0.00937 0.52
O -0.66169 2.03002 4.07618 -0.93
H -4.19684 -1.94927 1.30471 0.47
O -0.70297 -2.21478 0.08133 -0.97
H 0.27145 -2.30860 0.08507 0.46
O -1.77579 -1.51673 -1.98804 -0.99
O -0.30523 -1.73665 -4.22472 -0.96
C 2.82033 -0.70891 2.88303 -0.60
H 4.18080 -2.15737 -0.55135 0.20
C 3.90429 -1.48640 -1.31023 -0.43
H -0.42081 4.18076 -2.46623 0.45
H 1.34027 3.27622 2.96107 0.46
H 4.86192 -1.06002 -1.65373 0.19
H -3.08511 -1.61525 3.04722 0.49
O -3.22586 0.80193 0.49966 -0.98
C 1.68811 -0.56463 -2.11789 -0.22
H -2.64601 -3.35836 1.55223 0.45
H -0.96760 -1.04345 -2.20353 0.50
```



(3)
DFT (ωB97M-V/def2-TZVPD) results for a 14-piece molecular cluster, C6H38O14 overall in a non-equilibrium geometry.

* multiplicity: 1
* frontier orbital gap: 3.4 eV
* DFT total energy: -35501.65020 eV
* net charge: -2
* energy relative to the best compared isomer or geometry (same formula, charge and spin): 26.0 kcal/mol

XYZ file:
```
58
Properties=species:S:1:pos:R:3:nbo_charge:R:1
H 7.26563 24.58399 -11.24369 0.19
O 6.55141 20.06472 -10.85705 -0.96
H 0.75981 24.78011 -12.13190 0.14
H 5.08268 22.25059 -7.90581 0.45
H 7.35805 20.66721 -9.48543 0.49
O 1.94578 22.44137 -9.56130 -0.97
C 6.98401 23.51360 -11.30638 -0.61
O 6.24427 20.76934 -14.42870 -1.01
H 1.57860 23.27442 -12.24777 0.23
H 8.96792 19.49630 -12.29917 0.47
H 7.74548 22.91623 -11.65200 0.18
H 5.93192 21.25814 -13.69721 0.50
H 8.91095 20.90237 -12.69389 0.50
H 4.28975 21.41551 -11.58564 0.47
H 6.78707 23.61577 -6.89583 0.48
H 6.59629 19.93836 -14.04471 0.46
H -1.81598 24.74825 -12.33804 0.15
O 9.14782 20.33865 -11.93327 -0.98
O 3.55872 20.92506 -11.17005 -1.00
O 3.72786 22.19096 -14.65649 -0.95
H 2.94056 25.29170 -8.85793 0.46
H 4.63154 25.00614 -11.43576 0.16
H 9.87919 21.12711 -10.59572 0.50
H 6.25027 20.88022 -11.28313 0.51
H 4.20200 23.51334 -10.72883 0.20
H 4.33023 22.37401 -13.94423 0.48
H -1.75480 23.55252 -13.72605 0.19
C 4.51465 23.96675 -11.65141 -0.64
C -0.51495 23.12283 -12.06718 0.09
H 9.43803 22.23116 -9.53288 0.47
O 4.31828 21.71940 -8.07508 -0.92
H 1.84086 23.40709 -9.50703 0.49
H 7.46621 23.67140 -8.17826 0.48
O 7.78916 20.92359 -8.63943 -1.01
C -1.77173 23.67185 -12.65589 -0.62
O -0.31130 21.69913 -12.28479 -0.98
C 5.77578 23.39540 -12.18049 0.08
H 3.69980 22.47981 -8.13964 0.46
H 0.82962 24.09081 -13.65090 0.18
H 1.25647 21.99159 -9.10320 0.48
O 10.14977 21.91780 -10.07555 -1.00
H 5.85995 23.84530 -13.22894 0.13
O 6.66724 23.33813 -7.80981 -0.93
H 7.33916 21.78353 -8.47122 0.46
H 7.40390 20.01286 -11.25050 0.45
H 2.70710 25.08652 -10.32676 0.49
H 4.29338 21.63199 -15.16781 0.46
O 5.47515 22.01620 -12.40176 -0.98
H 3.23972 21.60954 -10.54089 0.46
H 3.72049 23.89443 -12.52161 0.25
H 8.23535 22.54969 -13.21062 0.47
H -2.62255 23.25364 -12.16769 0.19
H 7.91358 21.85907 -14.37501 0.50
O 2.26807 25.27985 -9.52102 -0.94
H -0.51291 23.31299 -10.96995 0.07
O 8.67444 22.06034 -13.85795 -0.95
C 0.71530 23.84466 -12.60710 -0.64
H 6.76697 23.16785 -10.27324 0.20
```



(4)
DFT (ωB97M-V/def2-TZVPD) results for a 13-piece molecular cluster, C6H38O16 overall in a non-equilibrium geometry.

* multiplicity: 1
* frontier orbital gap: 8.7 eV
* DFT total energy: -39595.89976 eV
* energy relative to the best compared isomer or geometry (same formula, charge and spin): 61.8 kcal/mol

XYZ file:
```
60
Properties=species:S:1:pos:R:3:nbo_charge:R:1
H -2.04503 -2.48462 3.97503 0.19
H 2.18497 -0.69662 2.14503 0.17
O 2.58197 -0.44862 -5.78297 -0.71
H -1.68503 -1.45162 -2.18197 0.46
H -1.34503 1.64038 -2.16897 0.48
O 1.49897 2.76938 -2.64597 -0.98
H 2.08997 1.06538 -2.51097 0.46
H 0.19297 0.26338 -1.11997 0.52
C -2.21003 -2.38962 1.91003 -0.07
O -0.96303 -2.09162 -2.35297 -0.99
H 1.36897 2.61738 0.70903 0.46
O -1.35603 -3.46062 1.72203 -0.71
H -1.54403 1.18338 2.43103 0.49
H -2.82503 -2.40162 1.00803 0.14
H 0.39697 -1.60762 0.01203 0.48
C 2.02297 -0.03362 -4.60497 -0.08
O 2.50397 0.25238 -2.30797 -0.75
H 4.03397 0.36838 -3.68397 0.15
H 1.34597 1.39338 -0.14697 0.49
H 1.69197 0.98138 -4.60097 0.16
O -1.42603 2.61038 -0.48297 -0.96
H 2.35897 3.02038 -3.02097 0.49
O 0.78497 -0.28862 3.76603 -0.75
H 3.37097 0.86638 1.50703 0.48
O 0.40397 0.02238 -0.19697 -0.97
C -2.85503 -2.54962 3.22703 -0.09
H -1.54903 3.56238 -0.29597 0.48
H -0.51503 -2.14762 -1.49497 0.48
H 1.65197 1.84038 2.82603 0.14
H -3.29303 -0.07362 -1.58497 0.49
H -3.35103 -0.66062 3.49003 0.47
H -2.16003 2.25238 -0.00097 0.48
O 3.55097 1.32638 2.35003 -0.74
C 2.11497 -0.29662 3.17303 -0.10
H -4.33103 0.79038 0.93803 0.48
O -2.72003 -0.41062 -0.90397 -0.94
H -2.89003 0.42638 0.78503 0.49
O 0.42697 -2.52862 -0.17597 -0.97
H -1.90103 -4.21962 1.75303 0.48
H 1.09597 -0.53962 -4.29997 0.18
H 1.67097 2.71638 -1.70697 0.51
H -0.00703 -2.86762 0.65503 0.49
O -0.76003 1.21938 -2.76497 -0.97
H 2.88297 -0.90162 3.65403 0.20
O -3.48203 0.90538 1.36003 -0.98
H -3.28303 -1.08562 -0.53097 0.48
H 3.39697 -1.25262 -3.42297 0.17
C 3.13097 -0.22862 -3.49097 -0.08
O 1.85597 2.17538 0.01703 -0.96
H -0.15003 0.53938 0.35203 0.49
O -3.78803 -1.50862 3.38003 -0.72
H 3.03697 -1.28162 -5.58197 0.46
H -1.78303 -1.40562 1.83103 0.16
H -3.42903 -3.47362 3.28503 0.18
C 2.40497 1.16938 3.20103 -0.07
H 0.05797 1.68438 -2.78997 0.49
O -0.70803 1.29538 2.01503 -0.96
H -0.61403 2.25238 1.98503 0.49
H 2.65797 1.49238 4.27303 0.18
H 0.19997 0.08438 3.11903 0.48
```